No. 1
{"formula": "C6H14N2O2", "method": "ωB97M-V/def2-TZVPD", "mol_weight_g_mol": 146.2, "largest_force_ev_per_a": 1.725, "spin_multiplicity": 1, "charge": 0, "homo_energy_ev": -9.51, "homo_lumo_gap_ev": 10.245, "smiles": "CNC(C)=O.CNC(C)=O", "e_lumo_ev": 0.73, "species": ["O", "O", "N", "N", "C", "C", "C", "C", "C", "C", "H", "H", "H", "H", "H", "H", "H", "H", "H", "H", "H", "H", "H", "H"], "positions_angstrom": [[-1.5067, -1.1295, -1.0979], [1.5228, 2.3942, 1.0100], [-0.4718, 1.8385, 0.2076], [0.2673, -2.1735, -0.1815], [0.5264, 0.4646, 2.0017], [-0.4707, 3.0087, -0.6582], [-0.5824, -2.9797, 0.6597], [0.5483, 1.6467, 1.0736], [0.5795, -0.5950, -2.0417], [-0.3033, -1.3288, -1.0583], [1.2417, -2.2350, 0.0595], [-1.4276, 3.4016, -1.0083], [-1.2648, 1.2350, 0.0966], [0.5989, -0.4659, 1.4428], [-1.6380, -2.9151, 0.3964], [0.7082, 0.4771, -1.8305], [1.6201, -0.9383, -2.0429], [-0.4029, 0.4679, 2.5786], [0.0648, -0.5360, -3.0005], [0.1616, 2.8517, -1.5316], [-0.6435, -2.7113, 1.7266], [-0.3769, -4.0494, 0.5445], [-0.1246, 3.8273, -0.0310], [1.3736, 0.4443, 2.6848]], "nbo_charge": [-0.6460, -0.6383, -0.6237, -0.6237, -0.7086, -0.4213, -0.4440, 0.6591, -0.7205, 0.6767, 0.4063, 0.2075, 0.4126, 0.2265, 0.2456, 0.2465, 0.2147, 0.2256, 0.2506, 0.1915, 0.1973, 0.2014, 0.2231, 0.2411]}

No. 2
{"formula": "C35H38N4Pt", "method": "ωB97M-V/def2-TZVPD", "mol_weight_g_mol": 709.8, "largest_force_ev_per_a": 3.059, "spin_multiplicity": 3, "charge": -2, "homo_energy_ev": [1.68, 0.13], "homo_lumo_gap_ev": [2.438, 3.985], "e_lumo_ev": [4.12, 4.11], "species": ["Pt", "N", "N", "N", "N", "C", "C", "C", "C", "C", "C", "C", "C", "C", "C", "C", "C", "C", "C", "C", "C", "C", "C", "C", "C", "C", "C", "C", "C", "C", "C", "C", "C", "C", "C", "C", "C", "C", "C", "C", "H", "H", "H", "H", "H", "H", "H", "H", "H", "H", "H", "H", "H", "H", "H", "H", "H", "H", "H", "H", "H", "H", "H", "H", "H", "H", "H", "H", "H", "H", "H", "H", "H", "H", "H", "H", "H", "H"], "positions_angstrom": [[-0.1761, 0.4278, -0.2175], [0.2792, -1.0766, -2.7718], [0.8127, -2.2016, -0.9870], [1.0234, -2.8828, 2.5826], [-1.3310, -0.2136, 1.2292], [2.4715, 1.2432, 0.2292], [-0.6799, 3.0752, 1.2136], [1.1418, 0.4091, -4.5098], [-0.4392, 3.4089, -6.2425], [-0.8260, -3.5223, 1.1263], [-2.7633, -1.1706, 5.7829], [0.1000, 0.0473, -3.6292], [2.3176, 0.8586, 1.5704], [1.2573, -2.4044, 0.3187], [-4.1313, -0.8783, 5.7820], [-2.0202, -1.0102, 4.6148], [3.2122, -0.0548, 2.3371], [-4.7619, -0.4649, 4.6017], [-1.8755, -0.3713, 2.2545], [3.6016, 0.9160, -0.6623], [-1.4982, -4.0919, 2.1950], [-2.1812, 0.4822, -2.6039], [0.7328, -2.3387, -3.1811], [0.9550, 1.5221, -5.3377], [1.0326, -3.0514, -2.0947], [1.2940, 2.0076, -0.1719], [0.4682, -2.9510, 1.3385], [-4.0283, -0.3448, 3.4235], [-1.0752, 0.8066, -3.5513], [-1.2012, 1.9284, -4.3717], [1.1404, 1.4157, 2.1031], [-0.8824, -4.0769, 3.4453], [0.1629, -1.0547, -1.4108], [1.2005, 2.9098, -1.3542], [-2.6418, -0.5912, 3.4264], [0.3587, -3.4376, 3.5877], [0.6872, 1.2922, 3.5048], [2.4551, -0.3170, -4.5553], [0.4474, 2.1248, 1.0524], [-0.2163, 2.2750, -5.2932], [1.3884, -4.0570, -1.9820], [0.5133, 3.7968, -6.6173], [-1.1257, 3.3083, 0.2396], [0.8581, 0.2732, 3.8949], [-4.4939, -0.0420, 2.4841], [4.0483, -0.3948, 1.7127], [2.8810, -0.5075, -3.5577], [0.8348, -3.3811, 4.5697], [1.7774, 3.8326, -1.2153], [-5.8288, -0.2293, 4.6020], [3.3213, 1.0420, -1.7162], [-1.9558, 0.8540, -1.5782], [-1.0398, 3.0882, -7.1060], [2.6518, -0.9389, 2.6889], [3.1670, 0.3133, -5.1086], [-2.3969, -0.5834, -2.5350], [2.3823, -1.2729, -5.0961], [-2.2634, -1.5122, 6.6918], [-3.0784, 1.0208, -2.9314], [0.8184, -2.5921, -4.2193], [-1.4545, 2.6522, 1.8684], [-0.9473, -1.2072, 4.5906], [-1.3400, -4.5217, 4.3248], [0.1575, 3.1779, -1.5484], [-4.7040, -0.9671, 6.7068], [-2.1057, 2.5395, -4.3044], [1.2478, 1.9743, 4.1695], [2.2969, -2.1693, 0.5315], [-0.9851, 4.2180, -5.7463], [-1.2472, -3.4763, 0.1220], [1.7617, 1.8039, -6.0271], [-0.3769, 1.5355, 3.6130], [1.5879, 2.4018, -2.2453], [3.9357, -0.1218, -0.5026], [-2.4924, -4.5275, 2.0642], [3.6424, 0.4541, 3.2142], [-0.3442, 4.0154, 1.6660], [4.4852, 1.5566, -0.4915]], "lowdin_spin": [0.3782, 0.0120, 0.0042, -0.0009, 0.1933, 0.2080, -0.0035, 0.0012, 0.0001, 0.0026, 0.0584, 0.0052, 0.0021, 0.0020, 0.2141, 0.1029, -0.0105, 0.0400, 0.0856, 0.0353, 0.0007, 0.0016, 0.0026, 0.0001, 0.0021, 0.0027, 0.0003, 0.1232, 0.0026, 0.0005, 0.2120, 0.0011, 0.0467, 0.0015, 0.1611, 0.0000, 0.0405, 0.0008, -0.0033, 0.0003, 0.0006, 0.0000, -0.0003, 0.0056, 0.0099, 0.0000, 0.0006, 0.0001, -0.0022, -0.0023, 0.0018, 0.0004, 0.0000, -0.0023, 0.0000, 0.0003, 0.0001, 0.0000, 0.0002, 0.0009, -0.0006, 0.0051, 0.0006, -0.0001, 0.0206, 0.0000, 0.0166, 0.0002, 0.0000, 0.0004, 0.0000, 0.0020, 0.0007, 0.0046, 0.0001, -0.0028, -0.0024, 0.0141]}

No. 3
{"formula": "C19H23FN6O8", "method": "ωB97M-V/def2-TZVPD", "mol_weight_g_mol": 482.4, "largest_force_ev_per_a": 1.400, "spin_multiplicity": 1, "charge": 0, "homo_energy_ev": -8.53, "homo_lumo_gap_ev": 8.055, "smiles": "NC(=O)[C@@H]1CCCCNc2c(F)cc([N+](=O)[O-])cc2C(=O)N[C@@H](CC(=O)O)C(=O)NCC(=O)N1", "e_lumo_ev": -0.48, "species": ["F", "O", "O", "O", "O", "O", "O", "O", "O", "N", "N", "N", "N", "N", "N", "C", "C", "C", "C", "C", "C", "C", "C", "C", "C", "C", "C", "C", "C", "C", "C", "C", "C", "C", "H", "H", "H", "H", "H", "H", "H", "H", "H", "H", "H", "H", "H", "H", "H", "H", "H", "H", "H", "H", "H", "H", "H"], "positions_angstrom": [[-2.8844, -1.2461, -3.4941], [-4.2723, -5.2817, -1.1215], [3.0834, 3.3510, 0.4381], [2.2311, 1.9965, -3.8221], [-0.4983, 0.3322, 0.8857], [-3.4015, -5.1074, 0.8407], [-0.3078, -2.5239, 5.6169], [-0.5296, -3.7832, 3.7854], [2.2678, -1.1132, 1.0688], [-0.3092, -1.6355, 1.9244], [2.2981, 0.6835, 2.4278], [3.2480, 3.3568, -2.3365], [2.2673, 1.3971, -0.3976], [-3.6060, -4.6974, -0.2899], [-1.5258, 0.3200, -1.5462], [1.8141, -0.4979, 2.0162], [-3.2181, -2.9292, -1.9361], [-1.6849, -1.5354, -0.0429], [0.6564, -1.0792, 2.8468], [-0.7983, -0.8623, 0.9336], [-3.0249, -3.4511, -0.6533], [0.0560, -2.8301, 4.5182], [2.3754, 2.4056, -2.6892], [0.4900, 2.9570, -1.1093], [-0.4644, 3.3705, -2.2359], [1.4972, 1.8762, -1.5373], [-1.9567, -0.9175, -1.3081], [-2.2471, -2.7625, 0.2645], [1.1994, -2.1812, 3.7631], [3.3831, 1.3396, 1.7257], [-1.7660, 1.1739, -2.6870], [-1.8110, 2.6440, -2.2611], [2.8897, 2.1482, 0.5160], [-2.6896, -1.7076, -2.2379], [1.7873, 1.2290, 3.1033], [-2.2873, 2.7157, -1.2807], [-2.4501, 3.1701, -2.9725], [2.2390, 0.3994, -0.2250], [0.0305, 3.2377, -3.1990], [1.0544, 3.8296, -0.7787], [-2.1284, -3.2137, 1.2376], [0.1746, -0.2884, 3.4352], [-3.7811, -3.4821, -2.6715], [1.8964, -1.7488, 4.4804], [4.0725, 0.5657, 1.3754], [-2.7230, 0.9144, -3.1402], [3.3246, 3.6636, -1.3728], [1.7077, -2.9294, 3.1529], [-1.0195, 0.7377, -0.7644], [3.8997, 2.0133, 2.4099], [-0.9851, 1.0277, -3.4428], [-0.6785, 4.4355, -2.1273], [-0.3729, -2.6402, 1.8800], [3.8477, 3.7516, -3.0420], [-0.0676, 2.5902, -0.2449], [0.9693, 1.0078, -1.9367], [-1.2710, -4.1962, 4.2578]], "nbo_charge": [-0.3205, -0.3833, -0.6568, -0.6276, -0.6699, -0.4055, -0.5691, -0.7005, -0.6571, -0.6056, -0.5978, -0.8371, -0.6081, 0.5316, -0.5938, 0.7057, -0.1923, -0.2358, -0.1161, 0.6922, -0.0483, 0.7940, 0.6746, -0.4156, -0.4116, -0.1439, 0.2917, -0.1197, -0.5132, -0.3160, -0.2284, -0.4016, 0.6781, 0.3004, 0.4096, 0.2035, 0.2182, 0.4383, 0.2195, 0.2349, 0.2424, 0.2184, 0.2648, 0.2512, 0.2396, 0.2180, 0.4287, 0.2468, 0.4393, 0.2322, 0.2047, 0.2135, 0.4265, 0.4011, 0.2152, 0.2286, 0.5123]}

No. 4
{"formula": "C19H59N2O7", "method": "ωB97M-V/def2-TZVPD", "mol_weight_g_mol": 427.7, "largest_force_ev_per_a": 3.281, "spin_multiplicity": 1, "charge": 1, "homo_energy_ev": -10.62, "homo_lumo_gap_ev": 8.190, "e_lumo_ev": -2.43, "species": ["O", "O", "O", "O", "O", "O", "O", "N", "N", "C", "C", "C", "C", "C", "C", "C", "C", "C", "C", "C", "C", "C", "C", "C", "C", "C", "C", "C", "H", "H", "H", "H", "H", "H", "H", "H", "H", "H", "H", "H", "H", "H", "H", "H", "H", "H", "H", "H", "H", "H", "H", "H", "H", "H", "H", "H", "H", "H", "H", "H", "H", "H", "H", "H", "H", "H", "H", "H", "H", "H", "H", "H", "H", "H", "H", "H", "H", "H", "H", "H", "H", "H", "H", "H", "H", "H", "H"], "positions_angstrom": [[-1.4822, 0.2585, -0.4452], [2.1643, 3.5757, -0.7139], [2.0508, -2.2584, -1.1782], [-2.8355, -1.8692, 1.1290], [-0.8440, -2.6903, -3.8787], [3.7136, -1.3523, 3.9531], [-5.3837, 1.2235, -0.2386], [-3.5764, 0.3726, -2.3672], [-0.5536, -2.4565, -1.1254], [-5.4056, 2.1679, 1.8765], [0.1275, -1.8503, -4.3937], [-3.9687, 3.1816, 0.1134], [-0.6823, -1.7980, 2.3950], [4.1924, -1.3332, -1.2036], [-0.1870, -0.4334, -3.8741], [-2.9813, -0.7860, 3.2472], [3.3342, -0.4448, 6.0178], [3.9030, 2.1400, -1.3036], [2.7157, -1.4307, 0.9376], [-4.5485, 1.8808, 0.6912], [2.8028, -1.2245, -0.5795], [1.9737, 0.2463, 4.0785], [2.4974, 2.6087, -1.6816], [-2.2703, -1.9193, 2.4352], [-0.0013, -1.8168, -5.9655], [-0.7098, 1.2791, 0.1177], [2.3921, 3.3564, -3.0157], [2.6670, -0.9260, 4.7438], [0.4765, 0.2719, -4.3744], [4.0881, 0.3411, 5.9726], [-1.2872, 1.7820, 0.8935], [0.1312, 0.9768, 0.7417], [2.4431, -3.1151, -0.9940], [-2.8436, 0.1397, 2.6885], [1.8751, -1.6678, 4.8473], [0.6361, -1.0148, -6.3378], [-5.8576, 0.5911, 0.3064], [1.3273, 3.5592, -3.1313], [4.4855, -2.3713, -1.3596], [-0.7121, -3.5731, -4.2321], [1.2078, 0.6735, 4.7259], [2.6954, 2.6829, -3.8172], [3.7783, -1.2991, 6.5288], [4.9159, -0.8009, -0.5860], [1.1495, -2.2012, -4.2504], [4.4293, 1.6373, -2.1150], [4.0653, 1.5433, -0.4059], [0.4373, -2.5087, -1.3134], [-2.4655, -1.0608, 0.7669], [-3.2116, 3.5784, 0.7898], [-3.9588, -0.5581, -2.4546], [-1.0541, -1.6266, -6.1740], [-3.8259, 1.0900, 0.8923], [2.4037, 3.2253, 0.1472], [-4.7387, 3.9460, 0.0088], [4.3126, -0.8073, -2.1507], [-0.6710, -1.5581, -0.6790], [-3.4978, 2.8851, -0.8239], [-4.0688, -0.8504, 3.2117], [-3.5464, 0.8570, -3.2530], [-6.2960, 2.7115, 1.5606], [-0.9140, -3.1818, -0.5220], [0.4065, -2.6980, -6.4606], [-0.3664, 2.1037, -0.5068], [-2.5852, -2.8691, 2.8674], [2.7027, 1.0458, 3.9465], [3.0412, 4.2320, -3.0167], [-2.6634, 0.3743, -1.9352], [-0.2477, -2.2579, 1.5075], [2.4375, -0.2745, -0.9696], [1.3966, 0.0665, 3.1715], [3.4816, -0.8605, 1.4632], [4.4475, 3.0637, -1.1077], [-0.1431, -0.3045, -2.7926], [2.5336, -0.0557, 6.6467], [1.7811, 1.7873, -1.6935], [1.7535, -1.1181, 1.3435], [-5.6262, 1.2409, 2.4056], [-4.1801, 0.9035, -1.7559], [2.8789, -2.4610, 1.2536], [-2.5245, -0.7109, 4.2341], [-4.9747, 2.8281, 2.6293], [4.3484, -0.6894, 4.2345], [-0.4012, -0.7465, 2.4527], [-1.1999, -0.1257, -4.1338], [-0.9819, -2.3387, -2.0325], [-0.3280, -2.1339, 3.3696]], "lowdin_charge": [-0.4170, -0.0539, -0.0958, -0.0934, -0.0662, -0.0422, -0.0723, 0.3244, 0.2989, -0.0572, -0.4798, -0.0227, -0.0294, -0.0457, -0.0394, -0.0395, -0.0593, -0.0567, -0.0238, -0.5114, -0.4360, -0.0655, -0.5085, -0.4225, -0.0398, -0.2923, -0.0381, -0.5187, 0.0856, 0.0930, 0.0462, 0.0438, 0.1108, 0.0559, 0.1388, 0.0785, 0.0991, 0.0801, 0.0853, 0.1168, 0.0838, 0.0749, 0.0901, 0.0811, 0.1355, 0.0761, 0.0694, 0.0561, 0.0137, 0.0881, 0.1486, 0.0838, 0.1063, 0.0880, 0.0903, 0.0743, 0.0598, 0.0640, 0.0749, 0.1422, 0.0970, 0.1371, 0.0787, 0.0544, 0.1277, 0.0886, 0.0901, 0.0609, 0.0520, 0.1176, 0.0356, 0.0744, 0.0907, 0.0508, 0.0855, 0.0998, 0.0422, 0.0801, 0.0785, 0.0957, 0.0818, 0.0929, 0.0829, 0.0467, 0.0700, 0.0797, 0.0777]}

No. 5
{"formula": "CH4N3O3", "method": "ωB97M-V/def2-TZVPD", "mol_weight_g_mol": 106.1, "largest_force_ev_per_a": 3.132, "spin_multiplicity": 1, "charge": -1, "homo_energy_ev": [-2.07, -2.07], "homo_lumo_gap_ev": [6.050, 6.051], "e_lumo_ev": [3.98, 3.98], "species": ["O", "O", "O", "N", "N", "N", "C", "H", "H", "H", "H"], "positions_angstrom": [[0.5396, -1.7841, -0.9191], [-1.0886, 1.7381, -0.6121], [0.4757, 1.8593, 0.9960], [-0.3870, 1.2215, 0.3743], [-1.5835, -0.7827, 0.2558], [-0.7636, 0.0673, 0.8496], [1.3064, -0.8699, -0.7140], [-2.0283, -0.3900, -0.6701], [1.8556, -0.5599, 0.2686], [-0.2160, -0.3449, 1.6139], [1.8896, -0.1546, -1.4431]], "nbo_charge": [-0.5005, -0.6209, -0.6096, 0.4941, -0.7387, -0.1596, 0.2273, 0.3434, 0.0850, 0.3888, 0.0907]}

No. 6
{"formula": "C5H9N3", "method": "ωB97M-V/def2-TZVPD", "mol_weight_g_mol": 111.1, "largest_force_ev_per_a": 9.137, "spin_multiplicity": 1, "charge": 0, "homo_energy_ev": -7.98, "homo_lumo_gap_ev": 8.977, "e_lumo_ev": 1.00, "species": ["N", "N", "N", "C", "C", "C", "C", "C", "H", "H", "H", "H", "H", "H", "H", "H", "H"], "positions_angstrom": [[-0.6438, -1.2912, 0.6296], [0.1853, 0.3772, -1.0455], [0.8093, 1.9930, 1.2836], [-1.5842, 1.6060, 1.5178], [-0.1898, -0.2333, -0.0550], [0.3110, -1.2016, -2.0039], [1.4419, -1.8894, -2.0283], [-0.3790, 1.3585, 1.0078], [-0.4732, -1.2976, -2.7497], [1.6509, -2.6271, -2.8023], [2.2080, -1.7475, -1.2701], [-0.9170, -1.1334, 1.5900], [-1.7420, 2.3946, 2.2531], [1.4707, 1.9288, 0.5178], [0.7225, 2.9355, 1.6526], [-2.4567, 1.0391, 1.2174], [-0.4138, -2.2114, 0.2852]], "nbo_charge": [-0.8456, -0.4217, -0.8373, -0.6050, 0.4815, -0.1209, -0.4436, 0.1803, 0.1967, 0.2110, 0.2039, 0.4326, 0.1895, 0.3904, 0.3733, 0.2064, 0.4086]}